ORCA calculation (ωB97M-V/def2-TZVPD) on 3 unconnected molecules or ions with the total composition C13H17F17NO3 at a distorted geometry.

The calculation puts the LUMO energy at -0.122 Eh. The value obtained for the HOMO energy is -14.0204 eV. As for the total charge: +1.

Each line ends with the natural charge from an NBO analysis.
Atoms and positions in Å:
C -2.388 0.542 0.040  -0.661
C -3.258 0.586 1.278  0.186
F -3.851 -0.632 1.395  -0.348
C -2.435 0.873 2.484  -0.278
N -1.407 -0.168 2.676  -0.211
O -1.949 -1.416 3.050  -0.486
H -2.933 0.866 -0.815  0.256
H -2.102 -0.471 -0.058  0.227
H -1.506 1.132 0.208  0.208
H -4.041 1.302 1.183  0.204
H -3.028 1.000 3.361  0.253
H -1.946 1.812 2.319  0.249
H -0.856 -0.273 1.823  0.434
H -0.759 0.077 3.418  0.439
H -1.952 -1.973 2.260  0.510
C -0.743 -5.113 0.249  -0.141
C -0.714 -3.579 0.275  0.597
C -0.356 -2.844 -1.018  0.515
F 0.864 -3.158 -1.465  -0.296
F -0.370 -1.505 -0.722  -0.351
F 0.086 -3.144 1.285  -0.325
F -1.982 -3.156 0.594  -0.350
O 0.409 -5.785 0.691  -0.500
C 1.465 -5.979 -0.170  0.846
C 2.697 -5.189 0.273  0.500
F 2.396 -3.874 0.402  -0.332
F 3.655 -5.315 -0.661  -0.308
F 1.113 -5.696 -1.437  -0.317
F 1.785 -7.278 -0.117  -0.303
H -1.506 -5.397 0.972  0.235
H -1.087 -5.489 -0.714  0.223
H -1.091 -3.043 -1.802  0.163
H 3.062 -5.566 1.230  0.159
C 1.687 2.916 -1.076  -0.137
C 2.593 3.630 -2.095  0.596
C 3.405 4.835 -1.611  0.520
F 2.608 5.818 -1.141  -0.322
F 4.105 5.324 -2.655  -0.311
F 1.860 3.961 -3.176  -0.305
F 3.507 2.704 -2.490  -0.322
O 0.306 3.267 -1.049  -0.516
C -0.102 4.358 -0.326  0.849
C -0.651 5.472 -1.221  0.504
F 0.259 5.833 -2.138  -0.306
F -0.937 6.540 -0.448  -0.315
F 0.861 4.795 0.496  -0.310
F -1.126 3.931 0.468  -0.348
H 1.680 1.874 -1.390  0.227
H 2.122 2.926 -0.078  0.204
H 4.107 4.534 -0.827  0.143
H -1.556 5.134 -1.730  0.151

ORCA calculation (ωB97M-V/def2-TZVPD) on C13H17F2N3O2S in the gas phase at a distorted geometry.

The calculation puts the LUMO energy at 0.011 Eh. As for the energy relative to the best compared isomer or geometry (same formula, charge and spin): 1.59 kcal per mole. The value obtained for the HOMO energy is -8.0140 eV. The structure (SMILES) is COCCNC(=S)N/N=C(\C)c1ccc(OC(F)F)cc1. As for the total charge: 0.

Each line ends with the natural charge from an NBO analysis.
Atoms and positions in Å:
C -0.792 -1.444 3.010  -0.251
O 0.576 -1.270 2.722  -0.542
C 1.259 -2.435 2.334  -0.063
C 0.966 -2.901 0.896  -0.280
N -0.225 -3.715 0.803  -0.586
C -1.359 -3.523 0.114  0.292
S -2.512 -4.716 0.068  -0.291
N -1.638 -2.375 -0.560  -0.443
N -0.910 -1.251 -0.514  -0.261
C -1.274 -0.179 -1.112  0.248
C -2.537 -0.036 -1.917  -0.697
C -0.367 0.963 -0.974  -0.100
C 0.452 1.079 0.154  -0.174
C 1.312 2.146 0.289  -0.232
C 1.377 3.118 -0.703  0.266
O 2.283 4.157 -0.456  -0.493
C 2.430 5.157 -1.325  0.792
F 1.283 5.848 -1.553  -0.347
F 2.839 4.748 -2.555  -0.347
C 0.583 3.017 -1.832  -0.228
C -0.283 1.945 -1.958  -0.187
H -1.380 -1.623 2.107  0.170
H -0.947 -2.275 3.708  0.171
H -1.126 -0.517 3.473  0.194
H 2.317 -2.172 2.404  0.194
H 1.048 -3.254 3.039  0.161
H 1.818 -3.496 0.549  0.197
H 0.846 -2.028 0.255  0.261
H -0.188 -4.616 1.260  0.417
H -2.531 -2.407 -1.052  0.401
H -3.373 -0.511 -1.401  0.228
H -2.783 1.011 -2.060  0.238
H -2.426 -0.510 -2.893  0.237
H 0.399 0.333 0.930  0.247
H 1.940 2.248 1.159  0.229
H 3.181 5.861 -0.932  0.135
H 0.621 3.752 -2.620  0.231
H -0.878 1.871 -2.856  0.213

ORCA calculation (ωB97M-V/def2-TZVPD) on a molecular structure, C13H17IrN2O4SSe3Te at a distorted geometry.

The calculation puts the LUMO energy (alpha / beta) at 0.054 / 0.005 Eh. Its expectation value of S² is 0.762. As for the energy relative to the best compared isomer or geometry (same formula, charge and spin): 27.19 kcal per mole. The value obtained for the HOMO energy (alpha / beta) is -4.8364 / -4.7651 eV. The multiplicity is 2. As for the total charge: -1.

Each line ends with the natural charge from an NBO analysis.
Atoms and positions in Å:
Ir -0.164 0.286 0.693  0.962
Se 2.295 -0.368 0.187  0.105
Se 3.581 1.455 -0.024  -0.059
Te 1.950 3.395 -0.087  0.266
Se 0.013 2.170 -0.940  -0.202
O -1.883 0.072 2.464  -0.503
N -2.752 0.498 1.686  0.724
O -3.910 0.662 1.987  -0.407
O -2.331 0.767 0.491  -0.536
S 0.588 2.195 4.759  -0.229
C 0.585 1.766 3.203  0.211
N 0.631 1.526 2.051  -0.660
C -1.156 -3.068 -2.504  -0.600
C -2.202 -2.123 -1.898  -0.223
C -1.848 -0.675 -2.235  -0.611
C -2.385 -2.468 -0.421  -0.055
C -3.581 -3.072 -0.043  -0.204
C -3.756 -3.613 1.219  -0.241
C -2.680 -3.618 2.089  -0.201
C -1.469 -3.017 1.759  -0.047
C -0.291 -3.196 2.718  -0.226
C 0.809 -4.019 2.038  -0.601
C 0.297 -1.911 3.312  -0.608
C -1.354 -2.359 0.527  0.278
O -0.193 -1.687 0.216  -0.817
H -1.083 -2.923 -3.586  0.194
H -1.419 -4.110 -2.310  0.202
H -0.178 -2.871 -2.059  0.219
H -3.164 -2.335 -2.374  0.191
H -0.845 -0.427 -1.895  0.213
H -2.555 0.020 -1.783  0.229
H -1.872 -0.534 -3.321  0.194
H -4.385 -3.134 -0.770  0.197
H -4.698 -4.067 1.501  0.201
H -2.773 -4.102 3.057  0.198
H -0.680 -3.780 3.557  0.193
H 1.202 -3.474 1.177  0.218
H 0.421 -4.980 1.692  0.201
H 1.634 -4.209 2.732  0.196
H 0.933 -1.396 2.589  0.197
H 0.915 -2.149 4.182  0.201
H -0.484 -1.226 3.632  0.242

ORCA calculation (ωB97M-V/def2-TZVPD) on a molecular structure, C13H17IrN3O7.

The calculation puts the LUMO energy (alpha / beta) at -0.113 / -0.181 Eh. Its expectation value of S² is 6.006. As for the energy relative to the best compared isomer or geometry (same formula, charge and spin): 3.96 kcal per mole. The value obtained for the HOMO energy (alpha / beta) is -11.2094 / -12.6770 eV. The multiplicity is 5. As for the total charge: +1.

Each line ends with the natural charge from an NBO analysis.
Atoms and positions in Å:
Ir -0.607 -0.247 0.176  1.634
O 1.448 3.401 1.578  -0.631
C 1.112 2.356 0.849  0.805
O -0.030 2.118 0.510  -0.642
C 2.315 1.544 0.407  -0.184
O 1.984 0.212 0.054  -0.536
C 2.404 -0.764 1.024  -0.199
C 1.440 -0.916 2.200  0.736
O 1.769 -1.487 3.206  -0.557
O 0.228 -0.395 2.019  -0.772
H 0.650 3.916 1.776  0.515
H 2.703 2.045 -0.485  0.241
H 3.088 1.578 1.175  0.226
H 2.448 -1.710 0.483  0.229
H 3.410 -0.538 1.380  0.223
N -1.613 0.783 -3.882  -0.757
C -1.478 0.584 -2.577  0.704
O -0.476 -0.006 -2.125  -0.691
C -2.536 1.101 -1.639  -0.523
C -2.584 0.241 -0.379  -0.777
H -0.879 0.498 -4.511  0.422
H -2.422 1.249 -4.255  0.417
H -3.500 1.180 -2.149  0.234
H -2.231 2.121 -1.383  0.258
H -3.062 -0.725 -0.578  0.225
H -3.100 0.736 0.441  0.241
N 0.076 -7.542 0.784  -0.796
C 0.086 -6.761 -0.316  0.639
O 0.195 -7.193 -1.443  -0.573
C -0.051 -5.264 -0.104  -0.056
C -0.339 -4.653 1.108  -0.215
C -0.459 -3.277 1.159  0.052
N -0.294 -2.510 0.076  -0.524
C -0.009 -3.094 -1.097  0.041
C 0.112 -4.461 -1.226  -0.196
H 0.189 -8.533 0.651  0.422
H 0.063 -7.185 1.720  0.398
H -0.486 -5.208 2.024  0.230
H -0.674 -2.759 2.085  0.238
H 0.116 -2.426 -1.940  0.227
H 0.333 -4.921 -2.179  0.269